17
Properties=species:S:1:pos:R:3:forces:R:3:lowdin_charge:R:1 method="wB97M-V/def2-TZVPD" max_force_ev_per_a=1.431 homo_energy_ev=-8.301 e_above_lowest_kcal_mol=31.7 orbital_gap_ev=7.7 total_charge=0 total_energy_ha=-1160.0556
C 0.902 0.775 -2.053 -0.12 0.32 0.49 -0.298
C 1.441 0.710 1.088 -0.32 0.37 -0.38 -0.246
C -1.664 -1.831 1.284 -0.01 -0.48 -0.31 -0.402
Si 0.632 1.621 -0.367 1.33 -0.49 -0.17 0.119
Si -1.326 -1.619 -0.592 0.36 0.15 0.50 0.749
Cl -1.310 1.988 0.150 -0.73 -0.05 0.00 0.252
H -0.018 0.650 -2.613 -0.17 -0.01 0.00 -0.001
H 1.578 1.373 -2.659 0.11 0.22 0.00 0.015
H 1.349 -0.208 -1.937 -0.04 -0.12 0.12 -0.001
H 1.680 1.423 1.875 -0.01 0.12 0.05 0.022
H 0.787 -0.038 1.523 -0.17 -0.16 -0.03 -0.008
H 2.364 0.222 0.796 0.20 -0.09 -0.16 0.025
H -2.254 -0.986 1.642 -0.10 0.19 -0.02 0.007
H -2.207 -2.741 1.543 -0.09 0.03 -0.04 0.001
H -0.740 -1.833 1.863 0.13 0.16 -0.03 -0.011
H 1.218 2.978 -0.433 0.02 -0.01 -0.04 -0.040
H -2.434 -2.484 -1.110 -0.39 -0.16 0.02 -0.185

54
Properties=species:S:1:pos:R:3:forces:R:3:mulliken_spin:R:1 method="wB97M-V/def2-TZVPD" max_force_ev_per_a=0.450 homo_energy_ev="-7.852 / -9.097" e_above_lowest_kcal_mol=6.3 orbital_gap_ev="7.2 / 8.4" total_charge=0 total_energy_ha=-5046.7047 s2=0.75 multiplicity=2
Ti 0.191 0.087 -0.058 -0.36 -0.21 0.17 0.963
C -1.783 0.758 -2.416 -0.02 0.08 0.01 0.005
O -0.788 -0.201 -2.048 0.23 -0.07 -0.19 0.009
C -1.109 -1.523 -2.467 -0.10 -0.01 0.00 0.004
C -0.060 -2.420 -1.850 0.01 0.03 -0.05 0.002
O 0.036 -2.120 -0.458 0.00 0.14 -0.07 -0.009
C -0.527 -3.081 0.447 -0.01 0.02 0.04 -0.001
C -2.038 -3.172 0.302 -0.03 -0.12 0.04 0.000
O -2.668 -1.917 0.333 0.06 -0.01 0.04 0.001
C -2.838 -1.402 1.649 -0.07 0.01 0.00 0.002
H -1.872 0.780 -3.505 -0.02 0.00 0.04 0.000
H -1.448 1.721 -2.040 -0.04 -0.06 -0.04 -0.001
H -2.736 0.494 -1.952 0.04 0.03 -0.03 -0.001
H -1.081 -1.579 -3.563 0.00 -0.03 0.11 0.001
H -2.113 -1.776 -2.108 0.08 0.03 -0.03 -0.001
H 0.922 -2.215 -2.284 -0.06 -0.01 0.05 -0.003
H -0.299 -3.475 -2.001 0.00 0.04 0.01 0.000
H -0.221 -2.744 1.436 -0.02 0.01 -0.03 -0.002
H -0.062 -4.054 0.254 -0.05 0.03 0.02 0.000
H -2.420 -3.836 1.091 0.02 0.03 -0.04 0.000
H -2.307 -3.627 -0.656 0.04 0.00 0.01 0.000
H -1.887 -1.302 2.176 0.04 0.00 0.00 -0.002
H -3.511 -2.051 2.223 0.03 0.02 -0.02 0.000
H -3.271 -0.412 1.545 0.00 -0.01 0.01 0.000
O 2.157 -0.508 -0.787 -0.17 -0.29 -0.09 -0.001
C 3.130 0.171 -1.112 0.09 0.15 0.13 0.006
C 3.133 1.592 -1.264 0.12 0.02 -0.05 0.016
C 4.349 2.217 -1.574 -0.09 0.07 0.02 0.001
C 4.384 3.575 -1.728 0.11 0.00 -0.02 0.003
C 3.225 4.357 -1.601 -0.11 -0.10 0.03 0.000
C 2.031 3.759 -1.305 0.10 0.03 -0.03 0.001
C 1.942 2.358 -1.103 -0.04 0.08 0.13 -0.016
O 0.809 1.842 -0.771 0.07 0.05 -0.13 -0.001
N 5.657 4.227 -2.036 -0.07 -0.05 0.02 0.000
O 5.649 5.435 -2.178 0.05 -0.02 0.00 0.001
O 6.644 3.524 -2.132 0.02 0.05 -0.01 0.001
H 4.083 -0.352 -1.287 -0.02 0.06 -0.05 -0.002
H 5.258 1.639 -1.680 0.01 -0.01 0.00 0.000
H 3.297 5.427 -1.733 0.01 0.00 0.00 0.000
H 1.129 4.341 -1.184 -0.02 0.01 0.01 0.000
F -1.368 0.930 0.444 0.12 -0.09 0.02 0.009
Br 6.810 1.296 1.731 0.00 0.00 -0.01 0.000
C 4.940 1.455 1.945 -0.04 0.01 0.04 0.001
C 4.352 2.714 1.899 0.09 -0.06 0.00 0.000
N 3.044 2.894 2.015 -0.06 0.03 0.00 0.001
C 2.276 1.815 2.153 -0.08 -0.06 -0.01 0.005
C 2.777 0.519 2.212 -0.08 -0.06 0.05 0.002
C 4.152 0.337 2.131 -0.02 0.01 -0.03 -0.003
C 1.867 -0.687 2.312 0.11 0.09 -0.27 0.004
O 2.217 -1.697 2.875 0.05 -0.01 0.06 -0.002
O 0.716 -0.541 1.700 0.03 0.16 0.16 0.006
H 4.966 3.597 1.766 0.01 0.03 -0.01 0.000
H 1.206 1.989 2.229 0.05 0.00 -0.01 0.002
H 4.572 -0.658 2.191 -0.01 -0.01 0.01 0.000